Entry 1:
{
  "formula": "C4H9NO",
  "method": "the ωB97M-V functional and the def2-TZVPD basis",
  "homo_energy_ha": -0.310,
  "smiles": "C=NC(=C)C.O",
  "orbital_gap_ha": 0.3338,
  "symbols": ["C", "C", "C", "C", "N", "H", "H", "H", "H", "H", "H", "H", "H", "H", "O"],
  "coordinates": [[1.815, -0.036, -0.038], [0.601, 0.545, -0.681], [0.550, 1.823, -1.097], [-1.490, -0.636, -0.750], [-0.324, -0.371, -1.140], [1.697, -1.115, 0.053], [1.996, 0.345, 0.968], [2.701, 0.285, -0.593], [-0.336, 2.193, -1.607], [1.367, 2.523, -1.215], [-1.891, -1.533, -1.214], [-2.107, -0.117, -0.014], [-1.903, -0.957, 1.900], [-1.540, -1.828, 2.979], [-1.137, -1.120, 2.450]],
  "atomic_forces_ev_per_a": [[0.310, -0.073, 0.435], [0.333, 2.021, -0.788], [-0.725, -0.043, -0.518], [0.452, -0.448, -0.599], [-0.293, -0.898, 0.779], [0.400, -0.003, -0.232], [-0.417, 0.076, 0.050], [-0.026, -0.513, -0.147], [-0.065, -0.298, 0.011], [0.328, -0.257, 0.812], [-0.613, 0.160, -0.024], [0.285, 0.313, 0.120], [-0.032, 0.593, -0.582], [0.716, 0.087, 0.276], [-0.653, -0.718, 0.406]],
  "mulliken_charge": [-1.145, 0.716, -0.956, -0.454, -0.342, 0.299, 0.280, 0.335, 0.263, 0.294, 0.251, 0.427, 0.291, 0.321, -0.582]
}

Entry 2:
{
  "formula": "C4H9NO",
  "method": "the ωB97M-V functional and the def2-TZVPD basis",
  "homo_energy_ha": -0.354,
  "smiles": "CCC(=O)NC",
  "orbital_gap_ha": 0.3871,
  "symbols": ["C", "C", "C", "O", "N", "C", "H", "H", "H", "H", "H", "H", "H", "H", "H"],
  "coordinates": [[-1.957, 0.596, 0.095], [-1.268, -0.676, -0.433], [0.111, -0.786, 0.198], [0.339, -1.462, 1.186], [1.054, 0.019, -0.379], [2.335, 0.262, 0.247], [-1.217, 1.383, 0.277], [-2.693, 0.984, -0.612], [-2.461, 0.405, 1.044], [-1.831, -1.572, -0.160], [-1.194, -0.652, -1.528], [0.808, 0.546, -1.202], [2.486, 1.333, 0.425], [2.325, -0.263, 1.204], [3.164, -0.116, -0.362]],
  "atomic_forces_ev_per_a": [[-0.030, 0.080, 0.057], [0.021, -0.108, -0.025], [-0.004, 0.066, -0.002], [-0.091, 0.121, -0.196], [-0.096, -0.044, -0.059], [0.151, -0.005, 0.083], [-0.138, -0.042, -0.098], [0.020, -0.091, 0.071], [0.068, -0.014, -0.082], [0.086, 0.147, -0.054], [0.076, 0.051, 0.200], [-0.032, -0.109, 0.181], [-0.019, -0.169, -0.028], [0.090, 0.084, -0.147], [-0.101, 0.032, 0.099]],
  "mulliken_charge": [-1.013, -0.523, 0.635, -0.638, -0.210, -0.832, 0.309, 0.295, 0.302, 0.282, 0.297, 0.233, 0.288, 0.313, 0.261]
}

Entry 3:
{
  "formula": "C4H9NO",
  "method": "the ωB97M-V functional and the def2-TZVPD basis",
  "homo_energy_ha": -0.313,
  "smiles": "C=CN.C=CO",
  "orbital_gap_ha": 0.3471,
  "symbols": ["C", "C", "N", "H", "H", "H", "H", "H", "C", "C", "O", "H", "H", "H", "H"],
  "coordinates": [[0.023, -0.289, 3.100], [-0.693, 0.083, 1.978], [-0.732, -0.547, 0.821], [0.634, -1.180, 3.139], [0.259, 0.364, 4.005], [-1.261, 1.071, 2.063], [-0.124, -1.343, 1.021], [-1.593, -0.796, 0.399], [-0.015, 0.835, -2.913], [0.455, -0.219, -2.186], [1.572, 0.185, -1.434], [-0.225, 0.558, -4.020], [0.199, 1.950, -2.790], [0.357, -1.241, -2.549], [1.144, 0.569, -0.635]],
  "atomic_forces_ev_per_a": [[-0.112, 1.477, -0.450], [-0.203, 3.635, 5.671], [1.954, -2.227, -1.495], [-0.082, -0.379, -0.378], [-0.957, -0.629, -1.600], [0.678, -1.412, -0.249], [-0.401, -0.392, -1.234], [-0.806, -0.009, -0.288], [0.099, -1.105, -2.600], [1.305, 3.717, -2.620], [-1.456, -0.963, 2.389], [-1.013, 0.529, 2.094], [-0.010, -1.968, 0.362], [0.120, 0.074, 0.587], [0.884, -0.348, -0.190]],
  "mulliken_charge": [-0.902, 0.176, -0.415, 0.240, 0.205, 0.276, 0.205, 0.229, -0.496, -0.093, -0.481, 0.192, 0.234, 0.343, 0.287]
}

Entry 4:
{
  "formula": "C4H9NO",
  "method": "the ωB97M-V functional and the def2-TZVPD basis",
  "homo_energy_ha": -0.293,
  "smiles": "C=C(N)OCC",
  "orbital_gap_ha": 0.3307,
  "symbols": ["C", "C", "C", "C", "O", "N", "H", "H", "H", "H", "H", "H", "H", "H", "H"],
  "coordinates": [[1.848, 0.200, -0.505], [0.521, 0.877, -0.917], [-0.266, -0.777, 1.318], [-1.096, -0.066, 0.551], [-0.641, 1.064, -0.062], [-2.449, -0.317, 0.382], [2.546, 0.405, -1.331], [1.783, -0.887, -0.407], [2.313, 0.599, 0.402], [0.753, 1.907, -1.182], [0.160, 0.340, -1.802], [-0.510, -1.758, 1.693], [0.650, -0.298, 1.626], [-2.904, -0.016, -0.465], [-2.756, -1.216, 0.727]],
  "atomic_forces_ev_per_a": [[-0.148, 0.057, 0.098], [0.049, 0.172, -0.345], [-0.100, -0.074, 0.236], [0.255, -0.317, 0.187], [0.281, -0.212, 0.119], [0.104, 0.011, -0.121], [-0.237, 0.015, 0.140], [-0.148, 0.263, 0.020], [-0.241, 0.057, -0.108], [-0.032, -0.051, -0.208], [0.044, 0.149, -0.054], [-0.163, 0.033, 0.209], [0.041, -0.334, -0.095], [0.271, -0.009, -0.052], [0.025, 0.241, -0.025]],
  "mulliken_charge": [-1.277, -0.160, -0.912, 0.614, -0.407, -0.510, 0.363, 0.398, 0.342, 0.279, 0.299, 0.244, 0.290, 0.236, 0.200]
}